Below is 5 unconnected molecules or ions with the total composition C12H20NO15S, with properties calculated with the ωB97M-V functional and the def2-TZVPD basis.

Cartesian coordinates (Å):
N -0.331 2.552 1.005
O -1.318 3.165 1.496
O 0.800 2.979 1.176
O -0.451 1.376 0.575
O 1.139 0.423 -2.385
S 0.466 1.118 -3.459
O 1.059 1.381 -4.776
O -0.695 -0.090 -3.864
C -0.262 -0.947 -4.995
C -1.189 -2.143 -5.231
C -0.307 2.628 -2.820
H 0.740 -1.143 -4.471
H -0.028 -0.321 -5.851
H -2.163 -1.950 -5.673
H -1.572 -2.548 -4.336
H -0.475 -2.788 -5.784
H -0.848 2.407 -1.941
H -1.061 2.957 -3.537
H 0.307 3.622 -2.612
C -1.186 -1.778 0.355
C -2.493 -1.087 -0.427
O -3.182 -2.270 -0.534
C -2.660 -3.315 -0.121
O -3.171 -4.435 -0.086
O -1.516 -3.089 0.312
H -1.111 -1.531 1.549
H -0.369 -1.337 -0.198
H -2.350 -0.785 -1.379
H -3.005 -0.237 0.164
C 3.673 1.137 1.977
C 3.120 -0.102 1.220
O 4.315 -0.661 0.774
C 5.478 -0.271 1.429
O 6.468 -0.808 1.307
O 5.126 0.781 2.148
H 3.292 1.142 3.006
H 3.422 1.980 1.566
H 2.525 0.179 0.237
H 2.512 -0.469 1.870
C -0.502 0.778 3.777
C -2.061 0.659 3.678
O -2.320 -0.074 4.830
C -1.196 -0.315 5.511
O -1.126 -0.943 6.584
O -0.155 0.056 4.856
H -0.263 1.796 3.711
H -0.113 0.346 2.794
H -2.523 0.445 2.595
H -2.438 1.529 3.978

Computed properties:
Energy relative to the best compared isomer or geometry (same formula, charge and spin), kcal per mole: 51.5
LUMO level, eV: 2.27
Total charge: -1
Orbital gap, eV: 8.489
Spin multiplicity: 1

Table of natural (NBO) atomic charges, one value per atom, all in e:
1. N 0.70
2. O -0.56
3. O -0.52
4. O -0.60
5. O -0.89
6. S 2.28
7. O -0.94
8. O -0.74
9. C -0.08
10. C -0.64
11. C -0.87
12. H 0.20
13. H 0.20
14. H 0.22
15. H 0.23
16. H 0.23
17. H 0.27
18. H 0.24
19. H 0.29
20. C -0.10
21. C -0.08
22. O -0.48
23. C 0.97
24. O -0.65
25. O -0.47
26. H 0.18
27. H 0.23
28. H 0.19
29. H 0.20
30. C -0.06
31. C -0.08
32. O -0.53
33. C 0.99
34. O -0.56
35. O -0.51
36. H 0.18
37. H 0.20
38. H 0.21
39. H 0.17
40. C -0.12
41. C -0.09
42. O -0.48
43. C 0.97
44. O -0.62
45. O -0.46
46. H 0.21
47. H 0.20
48. H 0.21
49. H 0.18

=====

Below is 3 unconnected molecules or ions with the total composition C12H20NSi, with properties calculated with the ωB97M-V functional and the def2-TZVPD basis.

Cartesian coordinates (Å):
C 2.426 0.976 -0.817
C 1.805 -0.178 -1.373
C 2.954 0.994 0.440
C 1.841 -1.333 -0.583
C 2.882 -0.174 1.176
C 2.307 -1.304 0.706
C -0.530 -0.080 2.511
C -0.362 -0.135 1.194
C -2.630 -2.847 -2.067
C -1.040 1.691 -1.437
C 0.160 3.089 1.357
C -2.395 -2.475 -0.810
N -2.920 -1.305 -0.329
Si -0.274 1.619 0.282
H 2.499 1.888 -1.344
H 1.614 -0.229 -2.429
H 3.203 1.993 0.763
H 1.488 -2.324 -0.857
H 3.111 -0.220 2.231
H -0.766 0.701 3.141
H -0.801 -1.117 2.925
H -3.386 -2.292 -2.540
H -2.124 -3.671 -2.522
H -0.291 -1.064 0.643
H -2.065 1.605 -1.531
H -0.793 2.741 -1.928
H -0.556 0.942 -1.992
H 1.178 3.126 0.951
H -0.284 4.035 1.253
H 0.107 2.791 2.398
H -1.707 -3.016 -0.240
H -3.471 -0.884 -1.114
H 2.188 -2.243 1.359
H -3.368 -1.301 0.583

Computed properties:
Energy relative to the best compared isomer or geometry (same formula, charge and spin), kcal per mole: 45.9
LUMO level, eV: -4.45
Total charge: +1
Orbital gap, eV: 6.734
Spin multiplicity: 1

Table of natural (NBO) atomic charges, one value per atom, all in e:
1. C -0.25
2. C -0.23
3. C -0.22
4. C -0.20
5. C -0.18
6. C -0.19
7. C -0.33
8. C -0.65
9. C -0.48
10. C -1.18
11. C -1.18
12. C -0.01
13. N -0.84
14. Si 1.89
15. H 0.23
16. H 0.24
17. H 0.23
18. H 0.24
19. H 0.23
20. H 0.21
21. H 0.22
22. H 0.18
23. H 0.22
24. H 0.25
25. H 0.28
26. H 0.27
27. H 0.27
28. H 0.26
29. H 0.28
30. H 0.27
31. H 0.18
32. H 0.38
33. H 0.24
34. H 0.39

=====

Below is a molecular structure, C12H20O4Si, with properties calculated with the ωB97M-V functional and the def2-TZVPD basis.

Cartesian coordinates (Å):
O 1.529 -0.649 -0.015
O -0.963 -0.875 0.868
O 0.192 1.602 0.807
O -0.541 0.391 -1.417
C 2.976 -3.643 -1.642
C -1.221 -3.164 3.706
C -0.178 4.371 1.494
C -1.562 1.490 -3.695
C 2.758 -2.591 -0.888
C -1.399 -2.492 2.576
C 0.768 4.006 0.663
C -2.310 1.453 -2.633
C 1.500 -1.777 -0.875
C -0.604 -1.304 2.152
C 0.885 2.607 0.116
C -1.799 1.001 -1.305
Si 0.090 0.129 0.080
H 3.947 -4.097 -1.690
H 2.238 -4.026 -2.291
H -0.464 -2.940 4.459
H -1.873 -3.973 3.912
H -0.803 3.582 1.903
H -0.215 5.295 2.002
H -1.917 1.822 -4.656
H -0.584 1.097 -3.577
H 3.463 -2.324 -0.112
H -2.194 -2.846 1.915
H 1.556 4.744 0.420
H -3.294 1.861 -2.630
H 0.666 -2.423 -0.589
H 1.298 -1.352 -1.876
H 0.495 -1.509 2.233
H -0.783 -0.505 2.865
H 0.610 2.604 -0.944
H 1.960 2.300 0.139
H -1.705 1.878 -0.640
H -2.519 0.255 -0.834

Computed properties:
Energy relative to the best compared isomer or geometry (same formula, charge and spin), kcal per mole: 36.4
LUMO level, eV: 0.93
Orbital gap, eV: 10.522
Spin multiplicity: 1

Table of natural (NBO) atomic charges, one value per atom, all in e:
1. O -0.90
2. O -0.90
3. O -0.90
4. O -0.91
5. C -0.39
6. C -0.40
7. C -0.40
8. C -0.40
9. C -0.19
10. C -0.19
11. C -0.20
12. C -0.20
13. C -0.12
14. C -0.12
15. C -0.11
16. C -0.12
17. Si 2.50
18. H 0.20
19. H 0.19
20. H 0.19
21. H 0.20
22. H 0.20
23. H 0.20
24. H 0.20
25. H 0.20
26. H 0.21
27. H 0.21
28. H 0.21
29. H 0.20
30. H 0.19
31. H 0.20
32. H 0.19
33. H 0.19
34. H 0.19
35. H 0.18
36. H 0.19
37. H 0.19

=====

Below is a molecular structure, C12H21B2F14N2O5PSYb, with properties calculated with the ωB97M-V functional and the def2-TZVPD basis.

Cartesian coordinates (Å):
C 2.327 3.927 0.334
O 2.644 2.547 0.578
B 2.768 1.565 -0.321
O 3.136 1.708 -1.699
C 2.390 0.046 0.038
C 1.555 -0.352 1.279
O 1.231 -1.748 0.889
C -0.055 -1.607 0.150
C -1.248 -1.918 1.046
C -2.257 -0.757 1.070
C -3.259 -0.891 2.213
F -2.574 -1.166 3.364
F -4.118 -1.922 2.006
C -4.128 0.405 2.539
F -5.310 0.015 3.032
F -3.456 1.118 3.468
C -4.450 1.456 1.411
F -3.268 1.974 0.977
F -5.149 2.444 1.987
C -5.362 0.895 0.222
F -5.039 -0.364 -0.007
F -6.584 0.940 0.645
S -5.268 1.837 -1.461
F -3.656 1.457 -1.457
F -5.553 0.496 -2.274
F -6.791 2.192 -1.474
F -4.939 3.181 -0.646
F -5.038 2.615 -2.819
P 0.167 -2.442 -1.470
N 0.473 -1.358 -2.658
N 3.647 -0.883 0.010
B 4.839 -0.042 0.405
O 5.793 0.349 -0.501
O 4.807 0.398 1.698
C 3.675 -1.765 -0.991
C 4.727 -2.830 -1.110
F 3.721 -0.819 -2.475
H 3.225 4.485 0.029
H 1.958 4.328 1.288
H 1.548 4.015 -0.436
H 3.855 2.343 -1.855
H 1.704 -0.219 -0.782
H 2.061 -0.202 2.239
H 0.608 0.225 1.322
H -0.123 -0.573 -0.255
H -0.846 -2.108 2.053
H -1.757 -2.843 0.704
H -1.710 0.190 1.219
H -2.787 -0.681 0.115
H -0.940 -3.256 -1.686
H 1.228 -3.291 -1.181
H -0.180 -1.418 -3.443
H 6.223 -0.313 -1.067
H 5.634 0.775 2.037
H 2.712 -2.159 -1.080
H 5.438 -2.674 -1.934
H 5.277 -2.914 -0.155
H 4.227 -3.793 -1.315
Yb 2.249 -0.620 -3.814

Computed properties:
Energy relative to the best compared isomer or geometry (same formula, charge and spin), kcal per mole: 0.0
LUMO level, eV: -7.26
Total charge: +2
Orbital gap, eV: 8.303
Spin multiplicity: 1

Table of Mulliken atomic charges, one value per atom, all in e:
1. C -0.75
2. O -0.45
3. B 0.87
4. O -0.49
5. C 0.59
6. C -0.55
7. O -0.55
8. C 0.40
9. C -1.31
10. C -0.47
11. C 0.81
12. F -0.32
13. F -0.32
14. C 0.42
15. F -0.27
16. F -0.29
17. C 0.73
18. F -0.26
19. F -0.27
20. C 0.47
21. F -0.24
22. F -0.25
23. S 1.36
24. F -0.31
25. F -0.30
26. F -0.28
27. F -0.30
28. F -0.27
29. P 0.12
30. N -0.63
31. N 0.37
32. B 0.70
33. O -0.54
34. O -0.56
35. C 2.19
36. C -1.50
37. F -0.28
38. H 0.34
39. H 0.26
40. H 0.31
41. H 0.26
42. H -0.67
43. H 0.46
44. H 0.06
45. H 0.29
46. H 0.42
47. H 0.56
48. H 0.20
49. H 0.37
50. H 0.26
51. H 0.08
52. H 0.31
53. H 0.31
54. H 0.31
55. H -1.65
56. H 0.38
57. H 0.32
58. H 0.46
59. Yb 1.07

=====

Below is a molecular structure, C12H21BNO8P3Sb, with properties calculated with the ωB97M-V functional and the def2-TZVPD basis.

Cartesian coordinates (Å):
C 1.794 -3.129 2.476
C 1.397 -2.238 1.434
C 1.047 -1.160 0.213
Sb -0.729 0.121 0.661
C -1.774 -0.461 -1.197
C -1.280 0.312 -2.555
C 0.189 -0.292 -2.962
C 1.632 0.478 -2.853
C 3.052 -0.270 -3.255
C 3.043 -1.841 -3.762
C 1.596 -2.636 -3.908
C 0.201 -1.871 -3.509
O 0.029 1.742 -0.321
N -0.716 2.849 -0.157
O -0.625 3.590 -1.124
P 0.376 0.852 2.817
P 1.801 2.463 2.468
O 1.067 3.860 2.684
O 2.705 2.349 0.984
O 3.003 2.352 3.772
B -2.542 1.236 1.381
C -2.472 2.442 2.545
O -3.935 0.947 0.887
P -1.667 -1.882 1.895
O -2.507 -2.925 0.778
O -2.722 -1.189 3.095
H 2.080 -4.162 2.992
H 0.713 -1.845 -0.705
H 1.978 -0.548 -0.144
H -2.960 -0.349 -1.158
H -1.593 -1.626 -1.387
H -1.349 1.479 -2.520
H -2.029 -0.030 -3.420
H 1.675 1.585 -2.479
H 4.054 0.326 -3.132
H 4.041 -2.419 -4.025
H 1.601 -3.753 -4.267
H -0.822 -2.459 -3.598
H 1.168 -0.244 3.371
H 2.523 3.239 0.518
H 3.543 1.533 3.488
H -3.348 3.193 2.244
H -2.754 2.030 3.603
H -1.474 3.054 2.501
H -4.361 0.482 1.681
H -1.773 -3.278 0.166
H -2.875 -1.905 3.784

Computed properties:
LUMO level, eV: 2.40
Total charge: -1
Orbital gap, eV: 6.466
Spin multiplicity: 1

Table of natural (NBO) atomic charges, one value per atom, all in e:
1. C -0.37
2. C -0.02
3. C -0.88
4. Sb 1.26
5. C -0.81
6. C -0.47
7. C 0.02
8. C -0.24
9. C -0.23
10. C -0.26
11. C -0.24
12. C -0.26
13. O -0.68
14. N 0.36
15. O -0.37
16. P -0.34
17. P 1.92
18. O -1.07
19. O -0.99
20. O -0.96
21. B 0.83
22. C -1.12
23. O -1.02
24. P 0.83
25. O -1.01
26. O -0.99
27. H 0.27
28. H 0.26
29. H 0.28
30. H 0.26
31. H 0.20
32. H 0.25
33. H 0.21
34. H 0.26
35. H 0.23
36. H 0.22
37. H 0.22
38. H 0.23
39. H 0.06
40. H 0.51
41. H 0.48
42. H 0.22
43. H 0.24
44. H 0.28
45. H 0.49
46. H 0.49
47. H 0.49

=====

Below is a molecular structure, C12H21I2IrN2O, with properties calculated with the ωB97M-V functional and the def2-TZVPD basis.

Cartesian coordinates (Å):
C 1.136 -1.093 -4.773
I -0.050 0.280 -3.431
H 0.359 -1.307 -5.496
H 1.516 -1.985 -4.283
H 1.916 -0.467 -5.199
C -0.804 -3.552 1.378
C -0.144 -1.993 -0.129
N 0.048 -2.472 1.136
H -2.328 -4.430 0.014
I -1.763 1.171 -0.474
N -1.119 -2.792 -0.659
H -0.825 -4.043 2.328
Ir 0.492 -0.295 -0.941
C 2.220 -0.627 -1.576
O 3.348 -0.645 -1.894
C -1.537 -3.738 0.260
C -1.720 -2.708 -1.971
H -2.706 -2.218 -1.915
H -1.837 -3.728 -2.371
H -1.071 -2.122 -2.632
C 0.983 -2.021 2.138
H 1.740 -2.792 2.329
H 0.436 -1.833 3.066
H 1.489 -1.105 1.840
C 1.358 3.016 -0.653
C 1.149 2.372 0.718
C 2.489 2.280 1.454
C 0.174 3.179 1.572
C 0.554 0.966 0.581
H 1.891 3.959 -0.506
H 0.404 3.234 -1.139
H 1.966 2.363 -1.287
H 2.920 3.285 1.539
H 2.386 1.871 2.469
H 3.194 1.656 0.897
H -0.827 3.165 1.137
H 0.107 2.778 2.587
H 0.487 4.219 1.642
H 0.182 0.554 1.535

Computed properties:
Energy relative to the best compared isomer or geometry (same formula, charge and spin), kcal per mole: 18.0
LUMO level (spin up / spin down), eV: 4.48 / 4.45
Total charge: -2
Orbital gap (spin up / spin down), eV: 2.064 / 5.880
Spin multiplicity: 5

Table of natural (NBO) atomic charges, one value per atom, all in e:
1. C -1.00
2. I -0.34
3. H 0.20
4. H 0.20
5. H 0.21
6. C -0.11
7. C 0.19
8. N -0.39
9. H 0.21
10. I -0.55
11. N -0.39
12. H 0.20
13. Ir 0.21
14. C 0.33
15. O -0.61
16. C -0.08
17. C -0.43
18. H 0.21
19. H 0.18
20. H 0.25
21. C -0.41
22. H 0.18
23. H 0.19
24. H 0.27
25. C -0.63
26. C -0.16
27. C -0.60
28. C -0.62
29. C -0.62
30. H 0.17
31. H 0.22
32. H 0.22
33. H 0.17
34. H 0.19
35. H 0.21
36. H 0.23
37. H 0.19
38. H 0.17
39. H 0.12

=====

| no. | strongest force on any atom (eV Å⁻¹) | E (eV) |
| --- | --- | --- |
| 1 | 8.72 | -55798.8083 |
| 2 | 4.83 | -22126.4824 |
| 3 | 2.16 | -28836.8476 |
| 4 | 2.69 | -117041.3045 |
| 5 | 9.60 | -65720.5200 |
| 6 | 3.11 | -36847.2642 |